Here is the molecule C4H6N2O from the Open Molecules 2025 dataset. Energies are from wB97M-V/def2-TZVPD.

ORCA input file:
```
! wB97M-V def2-TZVPD RIJCOSX def2/J DEFGRID3
* xyz 0 1
C -1.0418 -1.8626 0.2238
C -0.2470 -0.5958 0.1530
N -0.8621 0.4334 0.6662
C -0.2753 1.5714 0.2187
C 0.9070 1.2992 -0.4177
O 2.0489 2.0260 -0.5099
N 0.8973 -0.3252 -0.5083
H -2.0757 -1.5271 0.1037
H -0.9564 -2.2961 1.2228
H -0.8166 -2.6157 -0.5319
H -0.9393 2.4463 0.2337
H 2.2018 2.5589 0.2948
H 1.1592 -1.1127 -1.1489
*
```

The value obtained for the energy relative to the best compared isomer or geometry (same formula, charge and spin) is 239.3 kJ/mol. The calculation puts the energy at -9271.0218 eV. For the molar mass, the calculation gives 98.105 g/mol. Its SMILES is Cc1ncc(O)[nH]1. The highest occupied orbital energy is -8.10 eV.